1.
Computed, not measured: a single C16H14N4S2 molecule at a distorted geometry, with wB97M-V/def2-TZVPD.

Cartesian coordinates (Å):
C (0.1706, -2.6303, 4.2520)
C (0.4147, -2.0819, 2.7722)
C (-0.2284, -2.8550, 1.6836)
C (-0.1755, -0.6946, 2.6533)
C (0.1332, 0.0700, 1.6309)
C (-0.5478, 1.4045, 1.4205)
C (-0.5488, 2.4467, 0.4935)
N (0.0787, 2.2140, -0.7395)
C (0.4373, 3.2078, -1.7132)
C (0.6186, 2.6091, -2.8977)
C (0.2582, 1.2343, -2.6767)
C (0.3510, 0.1678, -3.6108)
C (0.4013, -1.1732, -3.2058)
C (0.6571, -1.9873, -4.4460)
C (0.7884, -1.3163, -5.6054)
S (0.7318, 0.4719, -5.3556)
N (0.0366, 1.0631, -1.4114)
N (-0.9687, 3.6334, 0.8599)
C (-1.5758, 3.8172, 1.9860)
N (-1.7937, 2.8657, 2.8853)
C (-1.3642, 1.6434, 2.5109)
S (-1.3405, 0.1863, 3.6394)
H (-0.8492, -2.9820, 4.2331)
H (0.4885, -1.8956, 5.0853)
H (0.8433, -3.4754, 4.3165)
H (1.4373, -2.0095, 2.6490)
H (-1.1674, -3.0889, 2.0262)
H (-0.2056, -2.4511, 0.5946)
H (0.3339, -3.7882, 1.5063)
H (0.7667, -0.3068, 0.8424)
H (0.8954, 4.0932, -1.4942)
H (1.0278, 2.9745, -3.8748)
H (0.3587, -1.5209, -2.1624)
H (0.6640, -3.0452, -4.4693)
H (0.7355, -1.6830, -6.6440)
H (-1.8630, 4.8824, 2.2655)

Forces on the atoms, in the same order (eV/Å):
1.33 0.79 -1.25
-2.13 1.66 2.51
2.53 -1.43 -2.84
-0.44 1.43 0.66
0.15 2.29 -3.67
0.17 -2.68 1.17
1.29 -1.26 0.81
0.85 3.09 -3.32
0.01 -1.80 0.82
-0.18 -0.69 -1.62
1.08 2.25 0.58
0.78 -2.41 -0.36
0.67 0.89 -3.48
-0.58 0.92 1.58
-0.33 1.84 -0.26
-0.83 -2.24 1.77
-1.81 -2.57 1.54
0.51 0.51 -3.26
-0.50 0.87 2.34
-0.86 -0.99 -0.12
0.71 0.01 2.10
-0.45 0.87 -0.08
-0.39 0.06 0.85
-0.96 -1.03 -1.52
-0.07 -0.46 0.39
2.21 0.38 -0.42
-2.61 -0.66 0.09
-0.32 0.09 2.20
-0.33 -0.12 0.47
0.23 0.05 -0.08
0.21 2.48 1.14
-0.56 0.00 1.39
-0.14 0.24 -0.83
-0.03 -0.94 0.23
0.43 0.12 0.87
0.34 -1.57 -0.39

Computed properties:
gap between HOMO and LUMO: 8.2 eV
energy relative to the best compared isomer or geometry (same formula, charge and spin): 20.32 kcal/mol
SMILES string: CC(C)c1cc2c(-n3ccc(-c4cccs4)n3)ncnc2s1

In the natural (NBO) picture, each atom carries the following charge in e: number 1, C, carries -0.6092; number 2, C, carries -0.2474; number 3, C, carries -0.5970; number 4, C, carries -0.1216; number 5, C, carries -0.2405; number 6, C, carries -0.1603; number 7, C, carries 0.4303; number 8, N, carries -0.1961; number 9, C, carries -0.0245; number 10, C, carries -0.2801; number 11, C, carries 0.0828; number 12, C, carries -0.1654; number 13, C, carries -0.2253; number 14, C, carries -0.2468; number 15, C, carries -0.3596; number 16, S, carries 0.3371; number 17, N, carries -0.2388; number 18, N, carries -0.4767; number 19, C, carries 0.2564; number 20, N, carries -0.4562; number 21, C, carries 0.1191; number 22, S, carries 0.3325; number 23, H, carries 0.2100; number 24, H, carries 0.2293; number 25, H, carries 0.2125; number 26, H, carries 0.2149; number 27, H, carries 0.2072; number 28, H, carries 0.2248; number 29, H, carries 0.2084; number 30, H, carries 0.2216; number 31, H, carries 0.2198; number 32, H, carries 0.2390; number 33, H, carries 0.2470; number 34, H, carries 0.2198; number 35, H, carries 0.2425; number 36, H, carries 0.1904

=====

2.
Computed, not measured: a molecular structure, H8LiO12S2, with wB97M-V/def2-TZVPD.

Cartesian coordinates (Å):
Li (0.3675, 0.1460, -0.2430)
S (-0.7674, -2.7153, 0.6883)
O (-0.2776, -1.6198, -0.2486)
O (-0.4269, -4.0157, 0.0450)
O (-0.1246, -2.5804, 1.9973)
O (-2.2458, -2.5571, 0.7945)
S (0.3083, 2.5123, 1.8268)
O (1.3317, 3.0751, 0.8877)
O (-0.0507, 1.1411, 1.2932)
O (0.8966, 2.3629, 3.1810)
O (-0.8944, 3.3768, 1.8627)
O (2.3114, 0.4042, 0.1169)
H (2.1125, 0.9134, 0.9227)
H (3.2092, 0.6225, -0.1301)
O (0.1600, 1.0947, -2.0411)
H (0.2840, 2.0385, -2.1653)
H (0.2180, 0.6711, -2.9016)
O (-0.0802, -1.7608, -2.8037)
H (-0.0682, -1.8683, -1.8003)
H (0.8048, -2.0043, -3.0854)
O (-2.6552, 0.4501, 0.4148)
H (-2.5999, -0.4966, 0.6273)
H (-1.8130, 0.8096, 0.7609)

Forces on the atoms, in the same order (eV/Å):
-0.31 -0.17 0.36
-0.58 -0.63 -0.23
0.44 0.07 -0.14
-0.05 0.21 0.12
0.14 -0.01 -0.03
0.30 0.01 0.00
-0.06 0.35 0.11
0.08 0.03 0.07
-0.04 0.52 0.18
-0.04 0.02 -0.28
0.28 -0.24 -0.07
0.48 -0.48 0.09
-0.22 0.27 -0.17
-0.06 0.19 -0.01
0.06 0.17 -0.19
0.04 0.07 0.31
-0.18 -0.39 0.12
0.35 0.12 -0.72
-0.49 0.09 0.36
0.04 -0.14 0.11
-0.18 0.10 0.07
0.15 -0.17 -0.14
-0.16 0.01 0.09

Computed properties:
gap between HOMO and LUMO: 4.9 eV
energy relative to the best compared isomer or geometry (same formula, charge and spin): 0.00 kcal/mol
net charge: -3

In the natural (NBO) picture, each atom carries the following charge in e: number 1, Li, carries 0.8866; number 2, S, carries 2.5879; number 3, O, carries -1.1720; number 4, O, carries -1.1191; number 5, O, carries -1.0687; number 6, O, carries -1.1118; number 7, S, carries 2.5652; number 8, O, carries -1.1431; number 9, O, carries -1.1585; number 10, O, carries -1.1012; number 11, O, carries -1.0934; number 12, O, carries -0.9743; number 13, H, carries 0.5272; number 14, H, carries 0.4525; number 15, O, carries -0.9393; number 16, H, carries 0.4759; number 17, H, carries 0.4817; number 18, O, carries -1.0235; number 19, H, carries 0.5267; number 20, H, carries 0.4293; number 21, O, carries -1.0336; number 22, H, carries 0.4998; number 23, H, carries 0.5055

=====

no.,lowest unoccupied orbital energy (eV),total energy (eV)
1,-0.0898,-44447.220
2,6.4579,-46576.635